1) Below is a molecular structure, C4H13N2, with properties calculated with ωB97M-V/def2-TZVPD.

As for the molar mass: 89.16 g/mol. As for the lowest unoccupied orbital energy: -3.1 eV.

```
! wB97M-V def2-TZVPD RIJCOSX def2/J DEFGRID3
* xyz 1 1
N -0.258 1.915 -0.265
N 0.681 0.056 1.642
C -0.672 -0.615 -1.171
C 0.832 -1.279 0.811
C -0.046 0.812 -1.443
C -0.629 -1.274 0.281
H -0.090 1.312 0.651
H -1.031 2.508 -0.571
H 1.598 -0.858 0.127
H -0.080 -0.068 2.310
H -1.736 -0.735 0.938
H -0.356 1.343 -2.346
H 0.104 -1.279 -1.709
H 1.158 -2.134 1.472
H -0.974 -2.330 0.141
H 0.550 2.536 -0.379
H -1.704 -0.692 -1.565
H 1.630 0.155 2.045
H 1.056 0.579 -1.616
*
```

=====

2) Below is a gas-phase ion, C4H13N2 (charge +1), with properties calculated with ωB97M-V/def2-TZVPD.

Its SMILES is CCNCC[NH3+]. As for the molar mass: 89.16 g/mol. As for the lowest unoccupied orbital energy: -3.3 eV.

```
! wB97M-V def2-TZVPD RIJCOSX def2/J DEFGRID3
* xyz 1 1
N 0.032 0.182 -0.596
N -2.287 0.792 0.447
C -0.427 -0.779 0.386
C -1.472 -0.126 1.300
C 1.464 0.564 -0.467
C 2.431 -0.408 -1.115
H 2.937 0.041 -1.974
H -1.011 0.477 2.077
H -0.084 -0.241 -1.510
H -2.723 1.543 0.982
H 1.976 -1.341 -1.436
H 3.231 -0.705 -0.435
H 0.338 -1.166 1.055
H -0.794 -1.731 -0.017
H 1.545 1.578 -0.842
H -2.121 -0.838 1.810
H 1.638 0.704 0.605
H -1.609 1.147 -0.256
H -3.064 0.306 -0.014
*
```

=====

3) Below is 3 unconnected molecules or ions with the total composition C4H13N2, with properties calculated with ωB97M-V/def2-TZVPD.

As for the molar mass: 89.16 g/mol. As for the lowest unoccupied orbital energy: -8.8 eV.

```
! wB97M-V def2-TZVPD RIJCOSX def2/J DEFGRID3
* xyz 1 1
N 0.420 0.746 0.816
N 3.063 0.286 0.764
C -0.020 -0.806 -0.969
C 0.276 -0.639 0.464
C -0.822 -1.733 -1.547
C -1.122 -1.841 -3.016
H -0.102 0.975 1.623
H 2.081 0.551 0.890
H -0.414 -1.223 1.072
H -2.223 -1.621 -3.219
H 0.487 0.024 -1.597
H -3.862 6.120 5.266
H 1.253 -1.086 0.606
H -0.919 -2.880 -3.419
H 3.570 0.833 0.021
H 3.592 0.314 1.633
H -3.421 5.527 5.099
H -1.343 -2.450 -0.908
H -0.494 -1.095 -3.577
*
```

=====

In terms of stability, 2) leads; the second structure lies 202.8 kJ/mol higher.

=====

1) Below is C5H12N2O in the gas phase, with properties calculated with ωB97M-V/def2-TZVPD.

Its SMILES is C[C@@H](O)[C@@H]1[C@H](C)N1N. As for the molar mass: 116.16 g/mol. As for the lowest unoccupied orbital energy: 1.1 eV.

```
! wB97M-V def2-TZVPD RIJCOSX def2/J DEFGRID3
* xyz 0 1
O -0.948 0.050 -2.295
N 0.337 0.251 1.164
N 0.395 1.268 2.154
C 0.092 0.654 -0.160
C -2.340 -0.136 -0.276
C 2.035 -1.126 -0.182
C -0.924 -0.311 -0.891
C 1.420 0.170 0.192
H -0.272 1.757 -0.272
H -1.816 -0.098 -2.709
H 2.387 -1.396 -1.300
H 1.428 -2.120 0.123
H -2.853 0.781 -0.421
H 1.098 1.986 1.951
H 0.751 0.830 3.003
H 2.124 1.015 0.198
H -2.154 -0.264 0.813
H -0.512 -1.315 -0.910
H -3.251 -0.839 -0.630
H 3.004 -1.157 0.449
*
```

=====

2) Below is C5H12N2O in the gas phase, with properties calculated with ωB97M-V/def2-TZVPD.

Its SMILES is C[C@@H](/C=N\N)CCO. As for the molar mass: 116.16 g/mol. As for the lowest unoccupied orbital energy: 0.7 eV.

```
! wB97M-V def2-TZVPD RIJCOSX def2/J DEFGRID3
* xyz 0 1
O 1.019 1.558 -0.063
N -1.887 1.129 0.319
N -2.103 0.065 -0.485
C 0.056 -1.158 0.012
C -1.254 -0.874 -0.646
C 2.001 0.495 -0.207
C 0.281 -0.940 1.520
C 1.303 -0.661 -0.841
H 1.077 -0.450 -1.911
H 1.943 -1.540 -0.885
H 0.015 -2.257 0.006
H -0.646 -1.132 2.048
H 0.541 0.061 1.828
H 2.436 0.208 0.737
H -1.641 -1.569 -1.384
H 2.853 0.740 -0.858
H -2.684 1.670 0.184
H 1.353 2.288 0.475
H -0.930 1.580 0.559
H 1.132 -1.595 1.839
*
```

=====

3) Below is C5H12N2O in the gas phase, with properties calculated with ωB97M-V/def2-TZVPD.

Its SMILES is CC[C@@H](NC)C(N)=O. As for the molar mass: 116.16 g/mol. As for the lowest unoccupied orbital energy: 0.9 eV.

```
! wB97M-V def2-TZVPD RIJCOSX def2/J DEFGRID3
* xyz 0 1
O -0.031 -2.275 -0.559
N 0.737 -1.822 1.508
N 0.035 0.713 1.090
C 0.417 2.199 1.107
C -0.935 0.351 -1.115
C 0.319 0.108 -0.211
C -0.729 1.457 -2.056
C 0.333 -1.409 0.146
H -0.840 2.399 -1.466
H 0.318 1.496 -2.341
H -1.443 1.371 -2.897
H -1.796 0.593 -0.309
H 1.548 2.107 1.283
H -0.951 0.469 1.375
H 0.257 2.726 0.013
H 1.237 0.164 -0.648
H 0.318 -2.748 1.946
H -0.138 2.714 1.859
H -1.283 -0.482 -1.746
H 1.179 -1.090 1.993
*
```

=====

In terms of stability, 3) leads; the second structure lies 9.2 kJ/mol higher.

=====

1) Below is 3 unconnected molecules or ions with the total composition C5H12N2O, with properties calculated with ωB97M-V/def2-TZVPD.

As for the molar mass: 116.16 g/mol. As for the lowest unoccupied orbital energy (alpha / beta): 0.5 / 0.6 eV.

```
! wB97M-V def2-TZVPD RIJCOSX def2/J DEFGRID3
* xyz 0 1
O -1.089 1.034 2.009
N 0.764 -1.563 -2.396
N 0.394 -2.347 -1.575
C 1.228 0.337 -1.071
C -0.039 0.598 -0.563
C -0.777 1.851 -0.958
C 0.014 0.381 1.534
C 0.115 -1.073 1.767
H -0.123 -3.202 -1.930
H 1.832 1.180 -1.399
H -1.194 1.754 -1.964
H -0.699 -0.269 -0.554
H -1.871 0.481 1.875
H -1.625 2.033 -0.295
H 1.103 -1.289 2.173
H -0.119 2.720 -0.932
H 1.825 -0.490 -0.715
H 0.031 -1.670 0.826
H 0.889 0.989 1.729
H -0.660 -1.457 2.439
*
```

=====

2) Below is C5H12N2O in the gas phase, with properties calculated with ωB97M-V/def2-TZVPD.

Its SMILES is C[C@H](N)[C@]1(N)O[C@@H]1C. As for the molar mass: 116.16 g/mol. As for the lowest unoccupied orbital energy: 1.1 eV.

```
! wB97M-V def2-TZVPD RIJCOSX def2/J DEFGRID3
* xyz 0 1
O 0.740 -1.130 1.268
N -1.584 -1.389 0.596
N 0.616 1.574 0.743
C -1.167 1.240 -0.899
C 1.861 -0.606 -0.916
C -0.360 -0.668 0.502
C 0.793 -1.318 -0.131
C -0.608 0.839 0.466
H 2.830 -1.045 -0.687
H 1.114 1.118 1.508
H -2.089 -1.145 1.444
H -0.413 1.121 -1.658
H -1.417 -2.390 0.607
H 1.878 0.447 -0.663
H -1.389 1.032 1.229
H -2.014 0.604 -1.143
H 0.648 -2.358 -0.428
H 0.394 2.528 1.021
H -1.499 2.279 -0.879
H 1.667 -0.732 -1.980
*
```

=====

In terms of stability, 2) leads; the second structure lies 456.7 kJ/mol higher.